Entry 1:
The following is a DFT calculation (wB97M-V/def2-TZVPD) of a 10-piece molecular cluster, C34H95N7O10 overall in a non-equilibrium geometry.

Cartesian coordinates (Å):
O1 -0.985 -9.169 -1.791
O2 7.579 4.607 5.238
O3 8.650 -4.794 -2.450
O4 -2.612 -0.406 0.541
O5 5.722 -2.430 4.718
O6 -3.625 9.011 4.005
O7 -10.000 -0.554 -6.774
O8 -3.969 6.160 -5.983
O9 -8.769 -0.652 5.433
O10 3.627 5.960 -3.699
N1 12.296 -5.380 -2.859
N2 -9.595 -2.495 -4.702
N3 2.790 9.434 -2.545
N4 -1.219 -8.156 0.980
N5 4.885 5.047 6.045
N6 -8.498 -0.519 2.500
N7 2.154 -3.059 4.252
C1 2.462 5.647 -4.455
C2 10.896 -5.819 -2.691
C3 -10.636 -0.118 3.240
C4 10.946 -6.335 -1.242
C5 -0.181 -9.047 0.505
C6 -10.492 -0.394 -8.127
C7 6.522 4.671 4.209
C8 -4.711 6.044 -4.843
C9 -8.871 -1.404 -6.724
C10 3.953 4.323 3.949
C11 9.978 -4.593 -2.897
C12 -1.611 -9.981 -2.803
C13 -8.066 -0.603 6.673
C14 -0.747 -9.956 -0.604
C15 3.361 8.450 -3.387
C16 -2.111 0.112 -0.687
C17 -8.739 0.616 4.750
C18 -8.436 -1.852 -5.308
C19 5.178 4.214 4.843
C20 4.635 8.974 -4.021
C21 4.698 -3.103 4.014
C22 6.914 -2.172 4.022
C23 3.358 7.065 -2.792
C24 -9.241 0.437 3.309
C25 8.835 4.506 4.630
C26 -7.251 -2.914 -5.126
C27 3.333 -3.188 6.228
C28 3.376 -2.641 4.802
C29 -0.727 -0.536 -1.030
C30 0.562 -9.764 1.658
C31 7.641 -3.814 -2.669
C32 -3.107 7.756 4.366
C33 -3.494 6.733 3.255
C34 -5.459 4.678 -4.831
H1 1.554 5.581 -3.856
H2 -3.078 6.969 2.275
H3 -11.512 -0.011 -8.144
H4 3.306 -1.553 4.785
H5 5.578 8.818 -3.496
H6 12.391 -4.962 -3.774
H7 6.753 -4.277 -2.238
H8 -9.853 0.393 -8.528
H9 -7.001 -0.466 6.487
H10 -6.285 -2.517 -5.435
H11 -1.875 -9.379 -3.673
H12 -2.020 7.823 4.412
H13 -0.003 -10.730 -0.792
H14 -3.445 6.963 -5.949
H15 2.319 6.437 -5.192
H16 3.687 -4.218 6.189
H17 -2.791 -0.136 -1.502
H18 0.642 -8.467 0.086
H19 -0.092 -10.488 2.143
H20 1.375 -10.323 1.195
H21 1.384 -2.575 4.690
H22 2.813 4.806 -5.053
H23 -8.998 -0.864 1.693
H24 4.740 -4.191 3.970
H25 -2.535 -10.431 -2.440
H26 -7.752 1.073 4.675
H27 2.382 -3.164 6.760
H28 4.096 -2.812 6.910
H29 -5.405 6.878 -4.740
H30 2.135 -2.704 3.306
H31 2.702 8.485 -4.254
H32 4.246 7.152 -2.166
H33 -6.132 4.644 -5.689
H34 -9.866 -3.297 -5.252
H35 -10.790 -1.086 3.717
H36 -8.009 -0.928 -7.190
H37 -8.289 -0.938 -4.732
H38 7.709 -1.821 4.680
H39 -4.031 6.152 -3.998
H40 10.337 -3.691 -2.402
H41 9.606 4.685 5.379
H42 -8.211 -1.562 7.170
H43 -4.900 3.745 -4.909
H44 -0.897 -10.758 -3.077
H45 2.452 6.849 -2.226
H46 -0.794 -1.624 -1.055
H47 6.809 -1.447 3.214
H48 -10.525 -1.285 -8.754
H49 -2.994 9.672 4.299
H50 2.999 4.033 4.390
H51 -1.681 -10.430 -0.305
H52 11.440 -7.301 -1.138
H53 6.730 4.173 3.262
H54 7.606 -3.650 -3.746
H55 9.001 3.489 4.275
H56 12.511 -4.589 -2.269
H57 -8.346 -1.386 2.994
H58 10.645 -6.671 -3.324
H59 5.334 3.192 5.190
H60 -10.301 -1.779 -4.791
H61 0.973 -9.105 2.423
H62 6.562 5.713 3.892
H63 -4.583 6.733 3.301
H64 -1.783 -7.953 0.167
H65 -8.415 0.230 7.284
H66 9.936 -6.538 -0.888
H67 2.902 10.272 -3.097
H68 -3.505 7.476 5.342
H69 4.031 3.773 3.012
H70 9.070 5.244 3.863
H71 5.564 4.813 6.756
H72 4.624 -2.791 2.972
H73 -9.107 1.343 2.718
H74 -0.838 -7.321 1.402
H75 -7.457 -3.819 -5.698
H76 4.988 6.030 5.838
H77 11.549 -5.766 -0.535
H78 0.060 -0.181 -0.365
H79 -7.147 -3.173 -4.072
H80 -5.867 4.519 -3.833
H81 -0.342 -0.231 -2.003
H82 -11.027 -0.233 2.229
H83 7.843 -2.917 -2.085
H84 -9.374 1.383 5.193
H85 -2.129 1.201 -0.650
H86 4.523 10.032 -4.258
H87 9.832 -4.431 -3.965
H88 1.794 9.291 -2.632
H89 -11.356 0.539 3.728
H90 -8.915 -2.278 -7.374
H91 3.916 5.318 3.506
H92 7.406 -3.048 3.599
H93 -3.160 5.724 3.496
H94 -3.571 -0.432 0.504
H95 4.931 8.485 -4.949

**HOMO energy**: -8.8 eV
**M**: 762.17 g/mol
**Kohn-Sham gap**: 9.11 eV
**SMILES**: COC[C@H](C)N.COC[C@H](C)N.COC[C@H](C)N.COC[C@H](C)N.COC[C@H](C)N.COC[C@H](C)N.COC[C@H](C)N.CCO.CCO.CCO
**Energy relative to the best compared isomer or geometry (same formula, charge and spin)**: 148.1 kcal per mole
**E_tot**: -67694.9459 eV


Entry 2:
The following is a DFT calculation (wB97M-V/def2-TZVPD) of one molecule with the formula C6H12 in a non-equilibrium geometry.

Cartesian coordinates (Å):
C1 1.123 -0.399 0.006
C2 0.949 -1.054 -1.333
C3 -2.625 0.468 0.781
C4 -1.365 0.002 0.153
C5 1.996 0.888 -0.136
C6 -0.183 -0.105 0.656
H1 -1.478 -0.019 -0.854
H2 1.939 -1.377 -1.926
H3 2.012 1.572 0.954
H4 -0.226 0.040 1.755
H5 0.387 -0.386 -1.907
H6 -2.860 1.478 0.468
H7 -3.481 -0.383 0.735
H8 1.785 -1.006 0.932
H9 -2.513 0.722 1.847
H10 1.507 1.636 -0.785
H11 3.057 0.886 -0.652
H12 0.503 -1.958 -1.328

**HOMO energy**: -9.4 eV
**M**: 84.16 g/mol
**Kohn-Sham gap**: 10.48 eV
**SMILES**: C/C=C/C(C)C
**Energy relative to the best compared isomer or geometry (same formula, charge and spin)**: 73.4 kcal per mole
**E_tot**: -6413.7584 eV


Entry 3:
The following is a DFT calculation (wB97M-V/def2-TZVPD) of C25H35BrF3NbO3PS as an isolated structure in a non-equilibrium geometry.

Cartesian coordinates (Å):
Nb1 -1.944 0.903 -0.686
Br1 2.142 -0.889 1.733
S1 -1.820 4.385 1.114
P1 -1.271 3.449 -0.566
F1 8.725 -0.690 1.763
F2 3.407 2.214 -1.599
F3 -5.884 0.130 5.542
O1 -6.140 1.042 -1.308
O2 -4.943 1.473 -0.563
O3 0.078 -1.131 -3.127
C1 8.189 -2.592 0.493
C2 7.779 -1.495 1.222
C3 7.215 -3.414 -0.058
C4 6.449 -1.184 1.419
C5 5.870 -3.126 0.120
C6 3.960 1.040 -1.968
C7 -0.825 -2.132 -2.673
C8 -2.674 -1.144 -1.217
C9 -6.249 1.884 2.402
C10 5.849 -0.403 -2.031
C11 -6.916 3.024 2.830
C12 -3.899 1.789 -1.481
C13 3.180 0.117 -2.635
C14 -6.890 2.207 5.097
C15 5.490 -2.012 0.855
C16 5.093 -1.348 -2.709
C17 0.281 -0.079 1.529
C18 0.099 0.363 0.108
C19 -0.671 -1.133 2.068
C20 3.762 -1.086 -3.006
C21 -7.232 3.184 4.171
C22 -5.894 0.903 3.317
C23 5.285 0.808 -1.655
C24 -6.225 1.087 4.643
C25 -2.286 -1.683 -2.611
H1 -2.903 -2.559 -2.864
H2 -3.771 -1.068 -1.156
H3 5.851 1.560 -1.123
H4 -5.358 0.014 3.012
H5 -7.179 3.791 2.115
H6 -1.269 1.208 -2.382
H7 6.882 -0.610 -1.783
H8 -7.745 4.076 4.506
H9 -0.421 -1.400 3.098
H10 -0.320 -0.689 -3.877
H11 3.159 -1.819 -3.525
H12 6.175 -0.311 1.994
H13 -0.480 -2.384 -1.663
H14 2.139 0.328 -2.840
H15 0.347 0.785 2.194
H16 -2.319 -1.887 -0.491
H17 -1.692 -0.736 2.050
H18 7.514 -4.282 -0.631
H19 0.505 -0.381 -0.595
H20 -2.471 -0.919 -3.374
H21 4.443 -1.772 0.984
H22 -0.728 -3.041 -3.282
H23 -3.914 2.858 -1.722
H24 -6.182 0.121 -1.026
H25 -7.124 2.305 6.148
H26 5.113 -3.763 -0.319
H27 0.111 3.627 -0.769
H28 -5.996 1.753 1.359
H29 5.538 -2.292 -2.994
H30 -1.773 4.143 -1.681
H31 0.710 1.268 -0.028
H32 -0.609 -2.051 1.471
H33 9.245 -2.790 0.366
H34 -4.076 1.243 -2.417
H35 -2.715 1.130 0.959

**HOMO energy**: -4.2 eV
**M**: 676.40 g/mol
**Kohn-Sham gap**: 5.89 eV
**Net charge**: -1
**E_tot**: -132498.1699 eV